[1]
# H22O11

A cluster of 11 separate species, H22O11 in total (wB97M-V/def2-TZVPD, the Open Molecules 2025 dataset).

Results
- Highest occupied orbital energy: -11.2 eV
- ΔE to the lowest compared entry with this formula, charge and spin: 2.381 eV
- Net charge: 0
- Kohn-Sham gap: 10.973 eV
- LUMO level: -0.2 eV

```
33
Properties=species:S:1:pos:R:3:mulliken_charge:R:1
O -17.6043 -5.1243 16.5015 -0.62
H -18.1965 -4.5548 16.0104 0.32
H -16.7834 -4.6342 16.5478 0.30
O -14.9351 -7.6684 13.7639 -0.63
H -14.6624 -7.8023 14.6716 0.32
H -14.7335 -6.7497 13.5858 0.31
O -13.1201 -6.9440 17.8877 -0.62
H -13.1720 -5.9934 17.9870 0.31
H -13.3552 -7.2884 18.7493 0.31
O -19.3423 -1.7107 14.9344 -0.63
H -20.1950 -1.2899 15.0441 0.32
H -18.7083 -1.0328 15.1684 0.31
O -14.2962 -3.0303 18.6458 -0.61
H -14.7490 -3.0256 19.4890 0.32
H -13.7459 -2.2473 18.6644 0.31
O -20.1606 -3.1986 11.3895 -0.64
H -19.9047 -2.7337 12.1861 0.33
H -19.3328 -3.4754 10.9967 0.31
O -18.6761 -8.3779 12.7108 -0.63
H -17.8160 -8.0737 13.0006 0.33
H -18.4912 -8.9360 11.9554 0.30
O -21.3292 -6.3311 14.9588 -0.63
H -20.8093 -6.4051 15.7590 0.29
H -20.8331 -6.8223 14.3039 0.33
O -12.2752 -4.2387 14.2179 -0.62
H -12.4399 -3.7880 15.0461 0.30
H -11.4970 -3.8100 13.8619 0.32
O -19.1284 -4.9547 20.1648 -0.63
H -20.0341 -5.1829 19.9554 0.31
H -18.6148 -5.3309 19.4500 0.32
O -19.3394 -9.3011 17.7182 -0.62
H -18.9664 -8.4690 17.4272 0.30
H -20.0385 -9.0523 18.3229 0.31
```

[2]
# H22O11

A cluster of 11 separate species, H22O11 in total at a distorted geometry (wB97M-V/def2-TZVPD, the Open Molecules 2025 dataset).

Results
- Highest occupied orbital energy: -9.4 eV
- ΔE to the lowest compared entry with this formula, charge and spin: 4.365 eV
- Net charge: 0
- Kohn-Sham gap: 9.390 eV
- LUMO level: 0.0 eV

```
33
Properties=species:S:1:pos:R:3:mulliken_charge:R:1
O 0.1334 -0.3995 -0.4817 -0.55
H -0.7912 -0.1991 -0.2977 0.26
H 0.5907 0.4332 -0.3191 0.26
O 0.2610 -1.4025 -2.1351 -0.52
H 0.0171 -2.1663 -1.6001 0.31
H 0.6200 -1.7870 -2.9428 0.24
O -3.0199 -2.2606 1.8339 -0.61
H -2.4336 -2.9515 2.1625 0.32
H -3.8183 -2.7342 1.5748 0.29
O 4.9652 -0.1312 -1.0572 -0.57
H 4.9918 -0.5403 -1.9295 0.30
H 5.4774 0.6785 -1.1622 0.29
O 1.3660 4.6238 0.1933 -0.58
H 0.6474 4.4228 -0.4168 0.28
H 0.9310 5.0683 0.9297 0.30
O -2.5490 1.4042 2.0083 -0.61
H -3.0764 2.2069 1.9277 0.29
H -2.0572 1.5280 2.8279 0.31
O 1.9973 -1.2302 2.2196 -0.63
H 2.7948 -1.7656 2.2988 0.33
H 1.8465 -1.1732 1.2693 0.32
O -2.8956 2.5422 -1.7210 -0.63
H -3.8387 2.6407 -1.5480 0.31
H -2.5800 1.9933 -0.9943 0.33
O 4.8800 -2.3339 0.5916 -0.60
H 4.6200 -2.7354 -0.2452 0.30
H 4.2370 -1.6279 0.7228 0.26
O -0.5221 2.4543 0.0143 -0.56
H -0.2625 2.8639 -0.8187 0.30
H -1.0866 3.1134 0.4338 0.27
O -4.0058 -3.6400 -1.4345 -0.62
H -3.7649 -4.1427 -0.6482 0.30
H -3.6747 -2.7526 -1.2562 0.33
```

[3]
# H22O11

A cluster of 11 separate species, H22O11 in total at a distorted geometry (wB97M-V/def2-TZVPD, the Open Molecules 2025 dataset).

Results
- Highest occupied orbital energy (spin up / spin down): -14.0 / -13.5 eV
- ΔE to the lowest compared entry with this formula, charge and spin: 1.832 eV
- Net charge: +1
- Kohn-Sham gap (spin up / spin down): 10.568 / 2.622 eV
- <S²>: 0.7565
- LUMO level (spin up / spin down): -3.4 / -10.9 eV
- Multiplicity: 2

```
33
Properties=species:S:1:pos:R:3:mulliken_charge:R:1
O 0.4978 2.7853 -2.4288 -0.51
H 1.3217 3.2339 -2.6190 0.33
H 0.6583 2.3285 -1.6031 0.33
O 2.6338 0.1485 2.0097 -0.63
H 2.8238 0.2043 2.9462 0.30
H 1.8379 -0.3807 1.9574 0.31
O -3.7985 -0.2954 1.5541 -0.62
H -4.4723 -0.0676 2.1947 0.31
H -3.1698 0.4249 1.6007 0.34
O -2.3086 1.8604 0.8465 -0.68
H -3.0358 2.4409 0.6221 0.32
H -1.5901 2.4516 1.0711 0.29
O 1.0428 -2.2893 2.0831 -0.54
H 0.5619 -2.8249 1.4521 0.25
H 1.3890 -2.9178 2.7167 0.29
O -0.0706 0.4206 -0.5267 -0.57
H 0.2819 -0.3568 -0.0935 0.20
H -0.6403 0.8231 0.1288 0.36
O 1.8039 3.4870 0.4603 -0.60
H 1.0011 4.0026 0.5377 0.34
H 1.5212 2.5818 0.5902 0.27
O 1.3814 -2.7504 -1.0554 -0.63
H 0.8139 -3.2108 -0.4372 0.28
H 1.9734 -3.4258 -1.3865 0.33
O 3.4006 -1.0723 -0.5575 -0.30
H 2.8441 -1.7884 -0.8637 0.51
H 2.8731 -0.6246 0.1040 0.36
O -2.2075 -2.6206 -1.4782 -0.60
H -1.9060 -1.7195 -1.5934 0.29
H -2.5448 -2.6482 -0.5829 0.33
O -1.6840 0.2870 -2.7790 -0.42
H -1.2026 0.3445 -1.9537 0.41
H -2.0307 1.1685 -2.9166 0.36
```

[4]
# H22O11

A cluster of 11 separate species, H22O11 in total at a distorted geometry (wB97M-V/def2-TZVPD, the Open Molecules 2025 dataset).

Results
- Highest occupied orbital energy (spin up / spin down): -13.3 / -13.3 eV
- ΔE to the lowest compared entry with this formula, charge and spin: 3.389 eV
- Net charge: +1
- Kohn-Sham gap (spin up / spin down): 9.923 / 2.803 eV
- <S²>: 0.7558
- LUMO level (spin up / spin down): -3.4 / -10.5 eV
- Multiplicity: 2

```
33
Properties=species:S:1:pos:R:3:mulliken_charge:R:1
O -1.3079 4.3920 1.1444 -0.59
H -1.9196 4.9804 1.3541 0.29
H -1.7479 3.6034 0.7157 0.31
O 2.7093 -3.5338 -1.7913 -0.64
H 3.0589 -2.7405 -1.8941 0.31
H 2.4812 -3.8183 -2.6697 0.34
O -0.0432 -1.9267 -2.2085 -0.22
H -1.0242 -2.0330 -1.9256 0.46
H 0.5208 -2.6398 -1.9980 0.39
O -2.8663 -0.4138 0.0440 -0.69
H -3.6927 -0.9317 -0.1696 0.35
H -2.7450 -0.5365 1.0333 0.35
O 4.0270 1.1122 -0.0104 -0.64
H 4.8509 0.7083 0.2292 0.31
H 3.6710 1.2751 -0.9064 0.32
O 1.2144 3.6106 2.9937 -0.65
H 0.4828 4.1564 2.6221 0.33
H 1.8852 3.7833 2.3388 0.32
O -0.3580 -0.0572 1.7349 -0.70
H -0.0887 0.8979 1.9617 0.33
H 0.5618 -0.3023 1.3927 0.33
O 1.9797 0.2690 -2.4227 -0.51
H 2.0898 0.4069 -3.3933 0.36
H 1.0468 -0.1886 -2.3507 0.36
O -1.9944 -0.7347 3.5725 -0.63
H -1.8441 0.0862 4.0018 0.29
H -1.1159 -0.9469 3.1968 0.37
O -2.0108 -2.7864 -0.6944 -0.71
H -1.9184 -3.3389 0.2450 0.38
H -1.6920 -1.8497 -0.4376 0.38
O -1.2727 -0.0620 -2.2106 -0.53
H -1.5843 0.2851 -3.0701 0.31
H -1.8949 0.1898 -1.4882 0.32
```

[5]
# H23O11

A structure of composition H23O11 at a distorted geometry (wB97M-V/def2-TZVPD, the Open Molecules 2025 dataset).

Results
- Highest occupied orbital energy: -13.4 eV
- ΔE to the lowest compared entry with this formula, charge and spin: 5.252 eV
- Net charge: +1
- Kohn-Sham gap: 10.154 eV
- LUMO level: -3.2 eV

```
34
Properties=species:S:1:pos:R:3:mulliken_charge:R:1
O -1.8631 0.1536 -4.2186 -0.70
H -1.9755 -0.6068 -3.6064 0.33
H -2.8643 0.4130 -4.1854 0.37
O 2.9820 -0.4118 1.6886 -0.63
H 2.7380 -0.6837 2.6578 0.33
H 2.5575 -0.9880 1.0071 0.34
O -3.9293 0.5648 0.6275 -0.62
H -0.8062 -0.6375 1.3139 0.29
H 0.6749 -5.1314 -0.0537 0.31
O 2.9393 1.5906 -2.6580 -0.71
H 3.0510 2.5491 -2.4216 0.35
H 0.0552 0.4319 -3.5223 0.45
O 0.9184 1.2870 3.8078 -0.69
H 1.6587 1.7867 4.1950 0.32
H 3.1894 1.0080 -1.9818 0.33
O 1.3068 -0.2964 -0.5533 -0.71
H 0.6933 -1.1639 -0.5534 0.41
H -3.1847 1.1559 0.3136 0.34
O -1.4402 2.3001 2.7800 -0.64
H -4.2537 0.7428 1.4928 0.29
O -1.5975 0.4413 -0.8235 -0.67
H -1.3308 0.3284 -1.7183 0.18
H -1.8407 -0.4942 -0.4576 0.49
O 0.6892 0.0385 -2.7476 -0.60
H -0.4941 2.0031 2.9922 0.41
H 0.7695 0.3673 -1.5500 0.65
O -1.0629 -1.3799 0.7719 -0.59
H 1.3658 0.7141 -2.9984 0.40
H -1.5167 -1.8564 1.4862 0.26
O 0.9653 -4.3053 0.2998 -0.61
H 1.8356 -3.9827 0.1728 0.31
H 1.0723 0.0213 0.3702 0.38
H 0.3041 1.2073 4.5210 0.35
H -1.6066 2.8329 3.5517 0.28
```

[6]
# H23O12

A cluster of 12 separate species, H23O12 in total at a distorted geometry (wB97M-V/def2-TZVPD, the Open Molecules 2025 dataset).

Results
- Highest occupied orbital energy: -6.6 eV
- ΔE to the lowest compared entry with this formula, charge and spin: 3.766 eV
- Net charge: -1
- Kohn-Sham gap: 9.351 eV
- LUMO level: 2.8 eV

```
35
Properties=species:S:1:pos:R:3:mulliken_charge:R:1
O 1.9721 0.2280 -0.8855 -0.55
H -1.1961 1.2201 -0.5929 0.25
H 0.5670 0.4340 0.9181 0.26
O -0.0252 -2.1395 -1.4160 -0.66
H 0.5415 -1.5622 -0.8923 0.34
H -0.8255 -2.0447 -0.8549 0.11
O 1.1781 3.3539 2.3017 -0.60
H 1.8101 2.8105 1.8518 0.30
O -0.1034 0.3492 1.6188 -0.52
H 2.5111 -1.3955 1.2911 0.37
H -0.4313 1.2554 1.6118 0.29
O -1.9827 0.5579 -0.3555 -0.58
H -1.8123 -1.9764 0.3612 0.37
H 3.6358 -0.4625 -0.4279 0.36
O 1.6111 3.8961 -0.0488 -0.68
H -3.9641 -2.2467 0.7233 0.32
H 0.3361 3.5724 1.9229 0.29
O 2.2465 -2.1908 1.7712 -0.64
H 2.7915 -2.8822 1.3928 0.30
H 1.1601 3.0778 -0.4725 0.44
O -2.4928 -1.0616 -2.4501 -0.67
H -2.7172 -0.4438 -1.7425 0.38
H -1.5370 -1.0727 -2.5107 0.35
O -1.8270 -2.8529 0.7709 -0.70
H -0.8686 -2.9672 0.8164 0.39
H 3.5032 -1.8855 -0.7622 0.32
O -4.9003 -2.0161 0.6206 -0.63
H 1.2551 -0.3785 -1.0512 0.29
H 0.1476 2.5208 -1.9472 0.15
O 0.0146 2.1425 -1.0743 -1.00
H -4.9074 -1.3723 1.3575 0.31
H 1.0938 4.4408 -0.6633 0.26
O 3.9965 -1.3366 -0.1425 -0.71
H 1.7068 1.1690 -1.1203 0.21
H -2.4880 1.2593 0.0803 0.28
```

| no. | total energy (a.u.) |
| --- | --- |
| 1 | -840.7927 |
| 2 | -840.7197 |
| 3 | -840.4062 |
| 4 | -840.3490 |
| 5 | -841.0892 |
| 6 | -916.6840 |